1.
ORCA calculation (wB97M-V/def2-TZVPD) on a cluster of 8 separate species, C35H77FNO14PS4 in total.

Output
- LUMO energy: 0.3 eV
- Frontier orbital gap: 8.97 eV
- Spin multiplicity: 1
- E_tot: -4521.4769 a.u.
- HOMO: -8.686 eV

Atoms and positions in Å:
C: -3.388968 2.172668 -4.175525
C: -2.449880 1.324565 -3.782129
C: -1.322310 0.374863 -3.093653
S: 0.334176 0.534208 -4.005907
C: 1.567744 0.720029 -2.629345
C: 3.108948 0.698610 -3.082408
O: 3.442541 1.458917 -4.066693
O: 4.147505 -0.057426 -2.447978
C: 4.239580 0.207552 -1.017447
C: 5.017425 -1.029095 -0.310203
C: 4.729238 -2.360858 -1.178770
O: 4.797780 -1.157836 1.120926
C: 3.431074 -1.438060 1.459662
O: 2.896106 -2.609438 1.356882
C: 2.423426 -0.300901 2.090188
S: 0.791988 -1.121125 2.596626
O: -1.071689 0.820866 -1.744701
S: -1.999208 0.031031 -0.581309
O: -2.155377 0.928837 0.624465
O: -1.036270 -1.247452 -0.064326
C: -1.181671 -2.436263 -0.896438
C: -2.590191 -3.138314 -0.498691
N: -2.996601 -2.798821 0.905796
C: -0.890723 -2.250902 -2.463544
P: -1.166888 -3.949721 -3.342953
S: 0.545394 -4.866182 -3.714360
C: -1.763605 -1.172603 -3.274891
F: -3.225083 -1.380749 -3.180899
H: -4.169139 3.028645 -4.180952
H: 1.413421 -0.193829 -1.915945
H: 1.362922 1.673661 -1.998265
H: 4.942132 1.137055 -0.899687
H: 3.251616 0.493353 -0.503535
H: 6.155724 -0.799665 -0.442797
H: 3.590531 -2.422730 -1.433798
H: 4.927364 -3.271381 -0.481364
H: 5.380882 -2.409362 -2.133062
H: 2.176806 0.540295 1.349452
H: 2.875375 0.086659 3.091824
H: 1.121841 -2.283873 3.331265
H: -0.357878 -3.173491 -0.508641
H: -3.454031 -2.975429 -1.234202
H: -2.387057 -4.289937 -0.493140
H: -2.212512 -2.877486 1.572105
H: -3.476129 -1.887583 0.962642
H: 0.230109 -2.000946 -2.671587
H: -1.860686 -3.815266 -4.594214
H: -1.926291 -4.863877 -2.538953
H: -1.547469 -1.399151 -4.404857
C: 1.743429 -10.219213 -1.803994
C: 1.570346 -8.718984 -1.982620
C: 2.211908 -7.947113 -0.840817
O: 0.181102 -8.406867 -2.042255
H: 1.264660 -10.560710 -0.880131
H: 1.266982 -10.761383 -2.626019
H: 2.801571 -10.493478 -1.770756
H: 2.015773 -8.408067 -2.932316
H: 1.749120 -8.209274 0.116585
H: 2.069099 -6.870933 -0.976776
H: 3.284293 -8.152892 -0.778464
H: -0.222304 -8.678790 -1.205012
C: -1.749327 4.010580 3.948977
C: -0.534370 4.462587 3.154441
C: -0.942055 5.254567 1.922186
O: 0.221454 3.321466 2.754797
H: -2.389356 3.356198 3.347359
H: -1.441748 3.432317 4.825499
H: -2.342175 4.866185 4.284382
H: 0.112225 5.076413 3.788693
H: -1.553584 4.643621 1.249462
H: -0.059257 5.562881 1.354208
H: -1.510854 6.147333 2.197053
H: -0.343584 2.771108 2.192162
C: 0.009742 -6.153610 3.027714
C: -0.251667 -7.587686 3.461568
C: 0.302184 -7.855205 4.852099
O: 0.353950 -8.481847 2.530410
H: 1.084453 -5.946802 2.987647
H: -0.383399 -5.978887 2.021758
H: -0.457257 -5.442007 3.714456
H: -1.327761 -7.784865 3.450242
H: 1.387116 -7.707936 4.875820
H: 0.117663 -8.892591 5.145992
H: -0.155925 -7.194669 5.593428
H: 1.307612 -8.314810 2.533129
C: -1.649873 3.450729 -9.053284
C: -1.358773 3.070060 -7.610057
C: 0.136296 2.961549 -7.356586
O: -1.980852 1.821183 -7.315461
H: -1.264070 2.692611 -9.742999
H: -2.728614 3.513553 -9.223922
H: -1.198949 4.414333 -9.306143
H: -1.792303 3.817019 -6.938245
H: 0.584635 2.186238 -7.986982
H: 0.330344 2.675763 -6.318238
H: 0.641024 3.910406 -7.558469
H: -1.603179 1.153411 -7.905923
C: 6.508423 3.761919 -3.609107
C: 6.792885 3.372080 -2.167346
C: 8.287041 3.264819 -1.906824
O: 6.171328 2.119246 -1.884393
H: 6.899182 3.009405 -4.301998
H: 5.430616 3.823665 -3.784891
H: 6.958755 4.728114 -3.852806
H: 6.354425 4.113403 -1.492625
H: 8.740091 2.494912 -2.540333
H: 8.476263 2.972255 -0.869757
H: 8.790615 4.215999 -2.099486
H: 6.553050 1.455459 -2.477696
C: -5.580645 6.937371 2.008994
C: -4.760482 5.865867 2.710012
C: -5.568747 4.594266 2.914302
O: -4.323580 6.356925 3.975466
H: -6.458262 7.210040 2.604537
H: -4.990657 7.849486 1.879683
H: -5.917921 6.596559 1.026194
H: -3.866610 5.642400 2.120097
H: -6.445926 4.785056 3.541480
H: -4.970328 3.837430 3.430009
H: -5.905627 4.182717 1.958754
H: -5.109047 6.557671 4.505467
C: -4.064963 3.084814 7.389438
C: -4.241387 4.585161 7.216580
C: -3.610373 5.353399 8.367058
O: -5.632577 4.893684 7.147673
H: -4.549542 2.737327 8.308160
H: -4.533626 2.545057 6.561328
H: -3.006348 2.813717 7.429197
H: -3.790001 4.901895 6.271617
H: -4.079039 5.085369 9.320017
H: -3.755273 6.429688 8.235450
H: -2.538102 5.150522 8.436246
H: -6.041345 4.616750 7.980246

Atomic forces in eV per Å
C 5.1 -4.1 3.3
C -4.3 4.2 -1.2
C -1.5 0.4 -0.9
S 0.1 0.4 0.3
C 0.6 -1.3 2.7
C 1.8 3.4 -4.1
O -1.6 -4.0 4.5
O -2.9 1.6 0.0
C 1.3 1.1 2.0
C 0.9 -0.3 -2.8
C -0.7 -0.6 1.2
O -2.9 0.1 -0.3
C -2.9 -4.1 -0.2
O 3.7 5.5 0.1
C 1.3 -1.0 1.1
S 0.5 -0.2 0.2
O -0.2 -0.6 0.3
S -1.4 0.7 2.6
O 1.4 -2.1 -3.2
O 0.2 1.4 -1.6
C 0.2 -1.5 0.1
C 0.2 -1.2 0.6
N -0.1 -0.2 -1.2
C -0.8 0.6 0.0
P 1.9 -1.1 -0.2
S -0.5 0.6 0.2
C -0.1 -0.3 -1.7
F 2.8 0.3 0.4
H 1.8 -2.1 -0.4
H 0.3 1.7 -1.1
H 0.5 -1.6 -1.3
H -1.7 -1.8 -0.2
H 1.1 -0.9 -1.0
H -2.1 -0.4 0.7
H 2.2 0.1 0.2
H -0.1 1.5 -1.4
H -1.2 0.2 1.7
H 0.4 -1.3 1.3
H -0.5 -0.3 -2.2
H 0.3 1.5 -0.9
H -1.3 1.6 -0.6
H 1.3 0.1 1.1
H -0.4 2.1 -0.1
H -0.7 0.4 -0.7
H 0.7 -0.7 0.1
H -2.0 -0.6 0.3
H -0.2 0.5 1.0
H -0.2 1.1 -0.4
H -0.4 0.6 2.0
C 0.0 -0.2 -0.2
C -0.1 -0.2 0.6
C 0.2 0.3 0.0
O -0.2 0.1 -0.2
H 0.1 0.1 0.0
H 0.1 0.1 0.0
H -0.1 0.0 0.0
H -0.3 0.1 0.0
H 0.0 -0.1 -0.1
H 0.0 -0.1 -0.1
H -0.1 0.0 0.0
H 0.2 0.0 -0.2
C 0.0 0.1 0.4
C -0.6 -0.3 -0.3
C 0.2 0.3 -0.1
O 0.3 -0.1 0.0
H 0.0 0.1 -0.1
H 0.0 0.1 -0.1
H 0.0 -0.1 -0.1
H 0.1 -0.2 -0.1
H -0.1 0.0 0.1
H -0.1 0.0 0.1
H 0.0 -0.1 0.0
H 0.0 0.1 0.2
C -0.2 0.2 -0.2
C 0.6 0.3 0.2
C -0.1 -0.2 0.2
O -0.1 -0.2 -0.2
H 0.0 0.0 0.1
H 0.0 0.0 0.1
H 0.1 0.0 0.0
H 0.1 -0.1 -0.2
H -0.1 0.1 -0.1
H -0.1 0.1 0.0
H 0.1 0.0 0.0
H -0.2 0.0 0.0
C -0.3 0.2 -0.1
C 0.4 -0.3 -0.5
C 0.1 0.1 0.3
O -0.2 -0.1 0.2
H 0.1 0.1 0.1
H 0.1 0.0 0.1
H 0.0 -0.1 0.0
H -0.1 -0.2 0.0
H -0.1 0.1 -0.1
H -0.1 0.1 -0.1
H 0.0 -0.1 0.0
H -0.1 0.2 0.1
C -0.3 0.2 -0.1
C 0.5 -0.1 -0.5
C 0.1 0.1 0.3
O 0.3 0.2 0.0
H 0.1 0.1 0.1
H 0.1 0.0 0.1
H 0.0 -0.1 0.0
H -0.1 -0.2 0.0
H -0.1 0.1 -0.1
H 0.0 0.1 -0.1
H 0.0 -0.1 0.0
H -0.2 0.2 0.0
C 0.1 0.2 -0.2
C -0.7 0.0 0.2
C 0.1 -0.3 0.0
O 0.3 0.1 0.1
H 0.0 -0.2 0.0
H 0.0 -0.1 0.0
H 0.0 0.0 0.1
H 0.0 0.1 0.2
H 0.0 0.1 -0.1
H 0.0 0.1 -0.1
H 0.0 0.0 0.1
H 0.2 -0.1 -0.1
C 0.0 -0.2 -0.2
C 0.0 -0.3 0.6
C 0.1 0.3 0.0
O -0.2 0.2 -0.2
H 0.1 0.1 0.0
H 0.1 0.1 0.0
H -0.1 0.0 0.0
H -0.3 0.0 0.0
H 0.1 -0.1 -0.1
H 0.1 -0.1 -0.1
H -0.1 0.0 0.0
H 0.1 0.1 -0.2

2.
ORCA calculation (wB97M-V/def2-TZVPD) on a cluster of 5 separate species, C11H14Cl12F3NO3 in total.

Output
- LUMO energy: 0.3 eV
- Frontier orbital gap: 9.95 eV
- Structure (SMILES): CNCOC(=O)OCCC(F)=C(F)F.ClC(Cl)Cl.ClC(Cl)Cl.ClC(Cl)Cl.ClC(Cl)Cl
- Spin multiplicity: 1
- E_tot: -6529.8510 a.u.
- HOMO: -9.688 eV

Atoms and positions in Å:
C: 1.915692 -0.567671 -0.523512
N: 1.052580 -0.845194 -1.680200
C: 0.535822 0.333297 -2.290660
O: 0.083823 1.299662 -1.306239
C: -1.106616 1.824289 -1.548911
O: -1.582521 2.056968 -2.627881
O: -1.766332 2.113684 -0.392355
C: -2.509583 1.003157 0.070424
C: -3.844114 0.833490 -0.666051
C: -4.410898 -0.479092 -0.258917
F: -4.521772 -0.681341 1.072583
C: -4.782658 -1.457201 -1.077644
F: -4.751580 -1.337157 -2.399025
F: -5.215277 -2.629817 -0.631203
H: 2.824680 -1.160009 -0.622958
H: 2.223878 0.473220 -0.480721
H: 1.452855 -0.899164 0.394982
H: 0.290587 -1.462557 -1.442649
H: 1.319533 0.787208 -2.887881
H: -0.249136 0.055457 -2.977699
H: -2.737102 1.144877 1.117786
H: -1.956965 0.067383 -0.028966
H: -4.520511 1.644425 -0.417076
H: -3.694497 0.796457 -1.736957
C: 0.672195 -0.195968 3.861432
Cl: 1.874199 0.871750 4.592281
Cl: -0.221278 0.649955 2.596856
Cl: 1.428451 -1.661325 3.220812
H: -0.025921 -0.490202 4.632647
C: -2.511560 -3.147784 -4.038798
Cl: -2.468281 -3.843426 -5.657248
Cl: -2.920446 -4.371392 -2.836135
Cl: -0.968263 -2.380049 -3.646951
H: -3.279905 -2.387430 -4.018170
C: 3.604412 3.565858 1.356986
Cl: 5.336387 3.738052 1.075758
Cl: 2.715757 4.933105 0.688302
Cl: 3.008138 2.044776 0.677765
H: 3.436462 3.542253 2.425961
C: 5.179001 -0.786586 3.760437
Cl: 6.389909 0.259230 4.505750
Cl: 4.312621 0.074494 2.490041
Cl: 5.923709 -2.258742 3.131285
H: 4.464523 -1.070943 4.522718

Atomic forces in eV per Å
C 0.6 -1.0 -0.6
N -0.4 0.8 0.2
C 1.0 -0.6 -0.7
O -0.5 -0.4 0.2
C -0.6 0.6 -0.4
O 0.3 -0.3 0.2
O 0.3 0.2 0.1
C -0.7 -0.4 -0.1
C 0.2 -0.4 0.2
C -0.3 -0.1 -0.4
F 0.0 -0.1 -0.1
C 0.2 0.2 1.0
F -0.1 -0.4 0.2
F 0.0 0.3 -0.7
H 0.2 0.0 0.0
H -0.5 -0.4 -0.2
H -0.2 0.4 0.4
H 0.0 -0.1 0.2
H 0.2 0.4 0.1
H -0.4 0.2 0.0
H 0.3 0.2 0.3
H 0.4 0.0 0.0
H -0.1 0.2 0.0
H 0.1 0.2 -0.3
C 0.0 0.0 -0.1
Cl -0.2 0.0 0.2
Cl 0.1 0.0 0.0
Cl -0.1 0.0 0.1
H 0.0 0.0 0.0
C 0.0 -0.1 0.0
Cl 0.0 0.0 0.0
Cl 0.0 0.0 0.0
Cl -0.1 -0.1 -0.1
H 0.0 0.0 0.0
C 0.1 0.0 0.0
Cl 0.0 0.0 0.0
Cl 0.0 0.0 0.0
Cl 0.0 0.9 0.1
H 0.0 0.0 0.0
C 0.0 0.0 -0.1
Cl 0.0 0.0 0.0
Cl 0.5 -0.2 0.1
Cl 0.0 0.0 0.0
H 0.0 0.0 0.0

3.
ORCA calculation (wB97M-V/def2-TZVPD) on a cluster of 2 separate species, C2H4FNO in total.

Output
- LUMO energy: 0.1 eV
- Frontier orbital gap: 9.96 eV
- Structure (SMILES): C=C=O.NF
- Spin multiplicity: 1
- E_tot: -308.3277 a.u.
- HOMO: -9.845 eV

Atoms and positions in Å:
C: 0.012792 1.659434 -0.606022
C: -0.675251 0.860014 -1.370742
N: 1.009925 -0.400284 1.041385
O: 0.828904 2.437973 -0.266412
F: 1.077780 -1.742510 1.578309
H: 1.845019 -0.161325 0.508884
H: -1.384119 0.047812 -1.205687
H: -0.836947 1.150648 -2.376990
H: 0.197112 -0.420209 0.471798

Atomic forces in eV per Å
C 2.0 1.8 -1.0
C -1.6 -1.3 0.2
N 0.2 -0.1 1.9
O -1.6 -1.3 0.4
F 0.4 1.2 -0.9
H 0.0 -1.0 0.0
H 0.5 0.3 1.0
H 0.5 0.8 -0.9
H -0.4 -0.5 -0.7

4.
ORCA calculation (wB97M-V/def2-TZVPD) on an isolated molecule of C4H3NOS2.

Output
- LUMO energy: -1.8 eV
- Frontier orbital gap: 7.80 eV
- Structure (SMILES): N#CCSC(=S)C=O
- Spin multiplicity: 1
- E_tot: -1080.4699 a.u.
- HOMO: -9.625 eV

Atoms and positions in Å:
C: 2.177170 -0.118022 0.746431
C: 0.855382 0.168538 0.131962
C: -1.297090 -0.127674 -0.790765
C: -2.377530 -0.002285 0.317882
H: 2.958275 0.630282 1.203908
H: -0.742619 0.806429 -1.313158
H: -1.858488 -0.694283 -1.524064
N: -3.210435 -0.140548 1.226367
O: 2.688165 -1.170393 0.485359
S: 0.709130 1.853434 -0.092469
S: 0.098035 -1.205483 -0.391456

Atomic forces in eV per Å
C 3.2 0.6 0.2
C 2.6 4.2 1.3
C -1.7 0.0 -1.2
C -3.4 -0.8 5.0
H -2.4 -0.4 -0.4
H -2.2 -1.7 1.5
H -0.1 0.1 -0.6
N 5.8 1.1 -6.4
O 0.0 -1.4 0.0
S -0.1 -2.0 0.3
S -1.6 0.2 0.1